# C12H27BFN4O5

2 unconnected molecules or ions with the total composition C12H27BFN4O5 (ωB97M-V/def2-TZVPD, OMol25).

Bonds (Å) are listed after each position.
Atoms and positions in Å:
1 N 3.40 2.49 1.73  B2 1.450, H18 1.015, H19 1.017
2 B 2.20 1.82 2.20  N1 1.450, O3 1.359, C4 1.616
3 O 2.20 1.22 3.42  B2 1.359, H20 0.964
4 C 0.89 1.70 1.26  B2 1.616, C5 1.578, C8 1.554, C14 1.552
5 C 0.72 0.20 0.82  C4 1.578, C6 1.529, H21 1.095, H22 1.094
6 C 1.90 -0.74 1.06  C5 1.529, O7 1.417, H23 1.087, H24 1.098
7 O 1.64 -2.01 0.49  C6 1.417, H25 0.966
8 C -0.48 2.14 1.85  C4 1.554, C9 1.561, N12 1.495, H26 1.088
9 C -0.65 3.51 2.56  C8 1.561, C10 1.521, H27 1.091, H28 1.092
10 C 0.58 4.33 2.91  C9 1.521, F11 1.385, H29 1.085, H30 1.090
11 F 0.98 4.04 4.20  C10 1.385
12 N -1.29 2.19 0.60  C8 1.495, C13 1.271, H31 1.016
13 C -0.59 2.48 -0.43  N12 1.271, C14 1.517, H32 1.083
14 C 0.89 2.49 -0.08  C4 1.552, C13 1.517, O15 1.413, H33 1.096
15 O 1.48 3.77 -0.07  C14 1.413, N16 1.462
16 N 1.03 4.54 -1.23  O15 1.462, O17 1.149
17 O 1.26 5.66 -1.08  N16 1.149
18 H 3.45 3.46 2.03  N1 1.015
19 H 4.22 2.04 2.11  N1 1.017
20 H 1.39 0.77 3.68  O3 0.964
21 H 0.50 0.13 -0.25  C5 1.095
22 H -0.14 -0.24 1.33  C5 1.094
23 H 2.06 -0.93 2.12  C6 1.087
24 H 2.82 -0.33 0.62  C6 1.098
25 H 1.06 -1.90 -0.28  O7 0.966
26 H -0.86 1.39 2.54  C8 1.088
27 H -1.18 3.34 3.51  C9 1.091
28 H -1.33 4.15 1.98  C9 1.092
29 H 1.42 4.14 2.25  C10 1.085
30 H 0.36 5.39 2.84  C10 1.090
31 H -2.30 2.09 0.60  N12 1.016
32 H -1.02 2.64 -1.40  C13 1.083
33 H 1.39 1.89 -0.85  C14 1.096
34 C -2.21 -5.40 -3.15  C35 1.525, H40 1.091, H41 1.089, H42 1.091
35 C -0.87 -4.68 -2.98  C34 1.525, C36 1.532, N39 1.463, H43 1.094
36 C -0.80 -3.82 -1.72  C35 1.532, O37 1.423, H44 1.094, H45 1.097
37 O -1.49 -2.58 -1.79  C36 1.423, C38 1.416
38 C -2.88 -2.65 -1.53  O37 1.416, H46 1.094, H47 1.091, H48 1.091
39 N -0.58 -3.94 -4.21  C35 1.463, H49 1.015, H50 1.016
40 H -2.99 -4.73 -3.50  C34 1.091
41 H -2.11 -6.19 -3.89  C34 1.089
42 H -2.54 -5.85 -2.21  C34 1.091
43 H -0.10 -5.45 -2.87  C35 1.094
44 H 0.25 -3.55 -1.56  C36 1.094
45 H -1.13 -4.38 -0.84  C36 1.097
46 H -3.10 -3.41 -0.78  C38 1.094
47 H -3.45 -2.87 -2.44  C38 1.091
48 H -3.20 -1.68 -1.16  C38 1.091
49 H 0.36 -3.56 -4.16  N39 1.015
50 H -1.19 -3.13 -4.25  N39 1.016

For the total energy, the calculation gives -32464.7247 eV. The orbital gap is 6.347 eV. For the highest occupied orbital energy, the calculation gives -11.27 eV. The net charge is +1. As for the LUMO energy: -4.9278 eV.